Run A
Computed, not measured: the molecule C3H5NO4, with wB97M-V/def2-TZVPD.

Output
LUMO ... 0.0201 hartree
Kohn-Sham gap ... 9.72 eV

Positions of all 13 atoms, in Å:
C -0.56 -0.97 -0.30
C -1.51 0.04 0.20
C 1.31 0.51 -0.21
N 1.50 1.05 1.01
O 0.70 -0.93 -0.02
O -0.87 0.93 -0.65
O -0.95 -1.93 -1.12
O 1.84 0.71 -1.25
H -0.17 -2.27 -1.60
H 1.87 1.99 0.99
H 0.80 0.87 1.71
H -1.42 0.24 1.29
H -2.54 -0.22 -0.06

Run B
Computed, not measured: a structure of composition C3H5NO4, with wB97M-V/def2-TZVPD.

Output
LUMO ... -0.0013 hartree
Kohn-Sham gap ... 10.53 eV

Positions of all 13 atoms, in Å:
C -1.22 0.41 0.03
C -0.05 -0.46 0.28
C 1.35 0.09 0.00
H -1.89 -1.59 -0.80
H -3.12 -0.25 -0.57
H 0.02 -0.19 1.45
H 0.85 -1.86 -0.10
H 0.28 1.66 -0.47
N -2.39 -0.57 0.03
O -1.21 1.60 -0.08
O -0.13 -1.62 0.02
O 1.42 1.36 0.06
O 2.42 -0.60 -0.20

Most stable: run A

Run A
Computed, not measured: a structure of composition C22H24FN3O3, with wB97M-V/def2-TZVPD.

Output
LUMO ... 0.0090 hartree
Kohn-Sham gap ... 8.71 eV

Positions of all 53 atoms, in Å:
O -0.72 1.21 -1.04
C -0.08 1.70 -1.96
C -0.14 3.12 -2.37
C -0.95 4.03 -1.83
C -1.00 5.48 -2.25
C -2.49 5.83 -2.20
C -3.12 4.85 -1.18
C -2.01 3.86 -0.78
N 0.74 0.93 -2.74
C 1.01 -0.45 -2.40
C 2.18 -0.57 -1.47
C 2.62 -1.88 -0.78
C 3.48 -0.87 0.01
N 4.12 -1.25 1.26
C 4.50 -0.22 2.10
O 5.29 0.64 1.78
C 4.01 -0.29 3.50
C 3.04 -1.04 4.10
C 3.01 -0.62 5.47
C 2.26 -0.99 6.59
F 1.32 -1.94 6.45
C 2.46 -0.39 7.80
C 3.44 0.60 7.92
C 4.22 1.00 6.86
C 3.98 0.38 5.63
N 4.58 0.56 4.41
C 4.38 -0.35 -1.10
O 3.40 -0.16 -2.14
C 2.29 0.12 -0.10
H 0.54 3.43 -3.16
H -0.45 6.06 -1.50
H -0.53 5.66 -3.22
H -2.65 6.87 -1.93
H -2.94 5.68 -3.19
H -3.52 5.37 -0.31
H -3.95 4.31 -1.64
H -2.34 2.83 -0.68
H -1.57 4.15 0.18
H 1.34 1.39 -3.40
H 0.12 -0.85 -1.92
H 1.21 -1.01 -3.31
H 1.82 -2.31 -0.17
H 3.13 -2.63 -1.38
H 3.54 -1.93 1.75
H 2.40 -1.77 3.64
H 1.86 -0.70 8.65
H 3.59 1.07 8.89
H 4.97 1.77 6.97
H 5.30 1.22 4.17
H 4.86 0.60 -0.85
H 5.13 -1.08 -1.41
H 2.50 1.19 -0.10
H 1.45 -0.13 0.55

Run B
Computed, not measured: a structure of composition C22H24FN3O3, with wB97M-V/def2-TZVPD.

Output
LUMO ... 0.0110 hartree
Kohn-Sham gap ... 8.80 eV

Positions of all 53 atoms, in Å:
O -4.71 0.39 -1.00
C -3.80 1.16 -1.26
C -3.94 2.64 -1.36
C -5.11 3.28 -1.36
C -5.25 4.77 -1.49
C -6.43 4.94 -2.46
C -7.28 3.65 -2.30
C -6.50 2.73 -1.34
N -2.53 0.71 -1.49
C -2.19 -0.69 -1.45
C -0.81 -0.87 -0.90
C -0.14 -2.24 -0.68
C 0.85 -1.35 0.11
N 1.78 -1.93 1.03
C 2.76 -1.16 1.60
O 2.57 -0.02 1.99
C 4.06 -1.83 1.85
C 4.59 -3.00 1.39
C 5.89 -3.10 1.96
C 6.93 -4.02 1.89
F 6.76 -5.13 1.13
C 8.11 -3.83 2.56
C 8.27 -2.67 3.34
C 7.29 -1.72 3.45
C 6.10 -1.95 2.75
N 4.96 -1.20 2.66
C 1.39 -0.47 -1.03
O 0.16 -0.17 -1.71
C -0.38 -0.50 0.53
H -3.03 3.21 -1.45
H -5.52 5.17 -0.51
H -4.34 5.28 -1.82
H -7.00 5.84 -2.26
H -6.06 5.02 -3.48
H -8.29 3.85 -1.93
H -7.40 3.15 -3.27
H -6.55 1.67 -1.57
H -6.88 2.85 -0.32
H -1.80 1.36 -1.75
H -2.91 -1.20 -0.80
H -2.26 -1.15 -2.44
H -0.71 -2.90 -0.04
H 0.23 -2.75 -1.57
H 1.99 -2.90 0.90
H 4.13 -3.70 0.71
H 8.89 -4.57 2.48
H 9.21 -2.53 3.87
H 7.42 -0.84 4.06
H 4.77 -0.31 3.09
H 1.86 0.44 -0.67
H 2.06 -1.01 -1.70
H -0.21 0.56 0.75
H -0.97 -0.98 1.31

Most stable: run B

Run A
Computed, not measured: the molecule C3H5ClFN3, with wB97M-V/def2-TZVPD.

Output
LUMO (alpha / beta) ... 0.0003 / 0.0003 hartree
Kohn-Sham gap (alpha / beta) ... 8.65 / 8.65 eV

Positions of all 13 atoms, in Å:
C 1.43 -1.03 -0.22
C 0.00 1.17 -0.52
C -1.88 -0.21 0.35
N 0.08 -1.11 -0.20
N 2.06 0.09 -0.24
N -0.59 0.01 -0.27
F 3.38 -0.08 0.31
Cl -0.79 2.59 0.03
H 2.08 -1.84 0.00
H 1.01 1.39 -0.81
H -2.54 -1.05 -0.15
H -1.79 -0.59 1.46
H -2.44 0.67 0.25

Run B
Computed, not measured: the molecule C3H5ClFN3, with wB97M-V/def2-TZVPD.

Output
LUMO ... 0.0313 hartree
Kohn-Sham gap ... 9.71 eV
SMILES string ... CN1N=CN(F)[C@@H]1Cl

Positions of all 13 atoms, in Å:
C 1.76 0.65 0.13
N 0.54 -0.12 -0.02
N 0.28 -1.12 -0.94
C -0.97 -1.34 -0.86
N -1.52 -0.73 0.27
F -2.81 -0.69 0.57
C -0.61 0.31 0.55
Cl -1.10 2.10 -0.39
H 2.04 0.78 1.14
H 2.62 0.16 -0.29
H 1.73 1.62 -0.33
H -1.28 -2.24 -1.36
H -0.69 0.62 1.53

Most stable: run B